Computed, not measured: 2 unconnected molecules or ions with the total composition C3H4FP in a non-equilibrium geometry, with ωB97M-V with the def2-TZVPD basis set.

The relative energy (zero: lowest compared OMol25 entry of this formula, charge and spin) comes out at 275.7 kJ/mol. Its LUMO energy (alpha / beta) is -0.0413 / -0.0418 Eh. The value obtained for the HOMO-LUMO gap (alpha / beta) is 7.38 / 7.36 eV. Its largest force on an atom is 4.695 eV/A. Its total charge is 0.

Each atom is followed by the atoms it is bonded to, with distances in Å.
Geometry (Å):
1 C -0.241 1.025 -0.899  C4 1.180, H9 1.139
2 C 0.857 -1.326 -1.145  H3 1.141, C4 1.440, H6 1.109, H7 1.095
3 H 0.245 -2.007 -1.825  C2 1.141
4 C 0.149 -0.087 -0.951  C1 1.180, C2 1.440
5 F -2.488 1.171 3.994  P8 1.628
6 H 1.755 -1.022 -1.722  C2 1.109
7 H 1.133 -1.795 -0.195  C2 1.095
8 P -1.065 1.880 3.645  F5 1.628
9 H -0.345 2.159 -0.902  C1 1.139